Entry 1:
{"formula": "C6H13NO7Zn", "method": "ωB97M-V/def2-TZVPD", "gap_ev": 3.038, "spin_multiplicity": 1, "e_lumo_ha": -0.1743, "homo_ha": -0.28592, "elements": ["Zn", "O", "C", "O", "O", "H", "O", "C", "O", "O", "H", "C", "C", "C", "O", "C", "N", "H", "H", "H", "H", "H", "H", "H", "H", "H", "H", "H"], "positions_angstrom": [[-0.4679, -1.0880, -0.9540], [-2.0328, -5.8028, 1.5512], [-1.7366, -4.5988, 1.0510], [-0.9024, -3.7825, 1.5474], [-2.2036, -4.1543, 0.0304], [-1.4101, -5.8798, 2.2778], [2.2943, -1.7730, -5.6804], [1.7325, -1.6101, -4.5521], [0.8283, -0.7548, -4.2959], [1.9566, -2.2943, -3.5248], [2.7349, -2.6255, -5.6521], [-1.3256, 1.9423, 2.3508], [-1.1677, 2.4454, 0.9894], [0.4064, 2.5665, 0.6620], [1.0924, 1.3517, 0.9410], [2.4693, 1.6203, 0.8977], [-1.7496, 1.4221, 0.1239], [-2.2862, 2.2149, 2.7879], [-0.5585, 2.3736, 2.9939], [-1.2355, 0.8642, 2.4838], [-1.6336, 3.4089, 0.7829], [0.8184, 3.4161, 1.2065], [0.6047, 2.6870, -0.4030], [2.8024, 1.8460, -0.1153], [2.9582, 0.6981, 1.2117], [2.8057, 2.4572, 1.5096], [-2.1283, 1.7565, -0.7507], [-2.6656, 1.2931, 0.5293]], "atomic_forces_ev_per_a": [[0.06, 0.11, 0.17], [0.32, 0.45, 0.14], [1.05, 1.84, -0.50], [1.13, -0.57, 2.01], [-2.47, -0.66, -2.64], [0.10, -0.45, 0.53], [0.71, 0.15, -2.70], [-2.65, 0.20, 5.62], [-0.16, 1.05, -1.47], [1.35, -1.14, -0.73], [0.40, -0.25, 0.03], [-0.15, 0.21, 2.60], [2.92, -0.42, -2.18], [-1.67, -0.68, -0.58], [-0.55, 0.79, 0.87], [0.75, -0.91, -0.28], [-1.28, -0.61, -0.81], [-0.14, 0.07, -0.03], [-0.07, 0.08, 0.19], [0.16, -0.01, -0.52], [0.14, 0.21, 0.31], [0.08, -0.02, 0.23], [-0.49, 0.76, -0.30], [-0.04, 0.00, -0.31], [0.17, 0.16, 0.06], [-0.30, 0.01, 0.39], [0.92, 0.66, -0.80], [-0.26, -1.02, 0.69]], "lowdin_charge": [0.95, 0.14, -0.84, 0.01, 0.05, 0.11, 0.19, -0.84, 0.02, 0.01, 0.14, -0.08, -0.41, -0.18, -0.24, -0.12, 0.00, 0.09, 0.09, 0.10, 0.14, 0.12, 0.12, 0.09, 0.10, 0.09, 0.07, 0.08]}


Entry 2:
{"formula": "C6H13NS", "method": "ωB97M-V/def2-TZVPD", "gap_ev": 7.639, "spin_multiplicity": 1, "smiles": "CC(C)=C(C)C.N=S", "e_lumo_ha": -0.0121, "homo_ha": -0.29287, "elements": ["C", "C", "C", "C", "C", "C", "N", "S", "H", "H", "H", "H", "H", "H", "H", "H", "H", "H", "H", "H", "H"], "positions_angstrom": [[0.1450, -0.7698, 0.1182], [0.3190, 0.5429, -0.1819], [-0.1430, -1.2505, 1.5126], [0.4756, -1.8880, -0.8289], [0.0162, 1.6088, 0.8220], [0.6983, 1.0372, -1.5444], [-2.9128, 0.6521, 0.4222], [-2.3679, -0.4017, -0.5878], [0.5805, -2.0188, 1.7810], [-1.1323, -1.7005, 1.5601], [-0.0962, -0.4555, 2.2475], [-0.0906, -2.7785, -0.5648], [1.5368, -2.1286, -0.7512], [0.2617, -1.6442, -1.8645], [0.1198, 2.5982, 0.3828], [0.6642, 1.5498, 1.6967], [-1.0186, 1.4872, 1.1718], [0.6089, 0.2705, -2.3040], [1.7280, 1.3948, -1.5345], [0.0613, 1.8744, -1.8273], [-3.0661, 1.5772, 0.0030]], "atomic_forces_ev_per_a": [[0.45, 0.22, 0.09], [-0.51, -0.36, -0.06], [0.02, 0.16, 0.02], [-0.09, 0.11, -0.09], [0.07, -0.09, 0.02], [-0.02, -0.14, 0.07], [-0.38, -0.12, 0.31], [0.06, 0.48, -0.14], [0.10, -0.06, 0.09], [-0.07, -0.07, 0.04], [-0.02, 0.03, 0.12], [-0.04, -0.09, 0.00], [0.06, -0.09, -0.02], [-0.01, -0.03, -0.13], [0.03, 0.06, 0.02], [-0.01, 0.02, 0.06], [0.01, 0.08, 0.06], [0.06, -0.04, -0.14], [0.11, 0.09, -0.04], [-0.02, 0.06, -0.04], [0.18, -0.23, -0.24]], "lowdin_charge": [-0.46, -0.37, -0.08, -0.08, -0.07, -0.06, -0.49, 0.73, 0.08, 0.07, 0.07, 0.08, 0.09, 0.06, 0.08, 0.09, 0.05, 0.06, 0.09, 0.08, -0.03]}


Entry 3:
{"formula": "C6H13NS", "method": "ωB97M-V/def2-TZVPD", "gap_ev": [7.171, 7.658], "spin_multiplicity": 1, "e_lumo_ha": [0.0205, 0.0290], "homo_ha": [-0.24306, -0.25237], "elements": ["C", "C", "C", "C", "C", "C", "N", "S", "H", "H", "H", "H", "H", "H", "H", "H", "H", "H", "H", "H", "H"], "positions_angstrom": [[0.7894, -1.8185, 1.1806], [1.2273, -0.4550, 0.9732], [-1.4390, 0.5842, 0.0516], [-0.3049, -0.5316, -2.0548], [0.3188, 1.8717, -1.4588], [-0.4315, 0.5642, -1.0586], [0.4816, -0.6228, 2.0599], [0.6761, -0.1123, 3.6834], [-0.0742, -2.2198, 0.6128], [1.5000, -2.5421, 1.6045], [2.1933, -0.0961, 0.9694], [-2.4023, 0.9210, -0.3834], [-1.2331, 1.4249, 0.7073], [-1.4960, -0.3635, 0.6510], [-0.1746, -0.0594, -3.0529], [0.5809, -1.2510, -1.8176], [-1.2314, -1.2374, -2.1034], [-0.1006, 2.7495, -0.8823], [0.1906, 1.8826, -2.5573], [1.4584, 1.6729, -1.0954], [-0.5289, -0.3612, 3.9712]], "atomic_forces_ev_per_a": [[-0.27, -0.82, 0.94], [-0.82, 0.61, -1.39], [-0.18, 0.22, -0.63], [-0.46, -1.96, 0.06], [0.83, -1.86, 1.93], [0.99, 0.77, 0.85], [-1.61, -0.38, 0.35], [2.58, -0.18, -0.98], [0.57, 0.23, 0.53], [-0.35, 0.16, -0.27], [2.06, 0.83, -0.22], [-0.16, -0.80, 0.19], [0.39, -0.14, 0.45], [-0.25, 0.91, -0.66], [0.11, -0.72, 0.39], [-1.22, 1.22, -0.60], [1.41, 1.28, 0.12], [0.58, -0.80, -0.99], [0.57, 0.86, 0.53], [-2.44, 0.93, -1.31], [-2.31, -0.35, 0.70]], "lowdin_charge": [-0.12, -0.21, -0.12, -0.12, -0.08, -0.40, -0.51, 0.78, 0.10, 0.10, 0.07, 0.08, 0.06, 0.07, 0.06, 0.09, 0.10, 0.08, 0.05, 0.11, -0.20]}


Entry 4:
{"formula": "C6H13NiO3", "method": "ωB97M-V/def2-TZVPD", "gap_ev": [5.827, 8.403], "spin_multiplicity": 4, "e_lumo_ha": [0.0323, 0.0148], "homo_ha": [-0.18188, -0.29400], "elements": ["C", "O", "C", "C", "O", "C", "C", "O", "C", "Ni", "H", "H", "H", "H", "H", "H", "H", "H", "H", "H", "H", "H", "H"], "positions_angstrom": [[1.2823, -0.4306, -2.7668], [0.5988, 0.1418, -1.6797], [-0.8455, 0.1993, -1.8055], [-1.4087, 1.0671, -0.7314], [-1.7615, 0.2331, 0.4014], [-1.6455, 0.7310, 1.7025], [-0.4134, 0.1662, 2.3781], [0.7779, 0.6410, 1.7600], [1.9593, 0.0486, 2.2707], [0.7209, 1.4940, -0.1152], [2.3496, -0.4730, -2.5173], [0.9176, -1.4550, -2.9472], [1.1426, 0.1745, -3.6774], [-1.1991, -0.8488, -1.7756], [-2.3275, 1.5687, -1.0700], [-2.5184, 0.3894, 2.2802], [-1.6568, 1.8329, 1.7461], [-0.4301, -0.9336, 2.2968], [-0.3967, 0.4484, 3.4431], [2.6012, -0.2416, 1.4312], [2.4932, 0.7702, 2.9054], [1.7174, -0.8594, 2.8431], [-1.1328, 1.1098, -2.5325]], "atomic_forces_ev_per_a": [[0.27, -0.21, -0.37], [-0.43, -0.18, 0.43], [-0.76, 2.97, -0.51], [1.21, -0.76, 2.16], [-0.43, -0.49, 0.02], [-0.08, 0.21, 0.06], [-0.33, -0.29, 0.51], [-0.51, -0.14, -0.15], [0.64, -0.26, 0.14], [-0.38, 1.05, -0.78], [-0.31, 0.07, -0.03], [0.08, 0.28, 0.00], [0.03, -0.18, 0.24], [-0.33, 0.59, -0.93], [0.46, 0.16, 0.13], [0.19, 0.03, -0.06], [0.15, -0.21, -0.17], [-0.07, 0.27, 0.04], [-0.02, -0.06, -0.19], [-0.09, 0.17, 0.16], [-0.17, -0.25, -0.13], [0.03, 0.32, -0.12], [0.84, -3.08, -0.46]], "lowdin_spin": [0.02, 0.14, 0.03, 0.20, 0.02, 0.01, 0.01, 0.16, 0.05, 2.30, 0.01, 0.00, 0.00, 0.00, 0.01, 0.00, 0.00, 0.00, 0.00, 0.02, 0.01, 0.00, 0.00]}


Entry 5:
{"formula": "C6H13O2", "method": "ωB97M-V/def2-TZVPD", "gap_ev": 7.712, "spin_multiplicity": 1, "e_lumo_ha": 0.1378, "homo_ha": -0.14562, "total_charge": -1, "elements": ["C", "C", "C", "C", "H", "H", "H", "H", "H", "H", "H", "H", "H", "H", "C", "C", "O", "O", "H", "H", "H"], "positions_angstrom": [[1.2990, -0.5191, 1.0595], [1.9040, -0.9648, 2.3931], [0.5337, -1.6775, 0.4078], [0.4018, 0.7170, 1.2128], [2.1200, -0.2797, 0.3805], [2.2964, -1.9886, 2.3575], [-0.5043, -1.6742, 0.7391], [0.4346, -1.4410, -0.6520], [1.0587, -2.6239, 0.5378], [0.6310, 1.1654, 2.1770], [0.6169, 1.4704, 0.4571], [-0.6627, 0.5246, 1.0639], [1.2194, -0.9148, 3.2470], [2.7636, -0.3378, 2.6397], [-2.2683, 1.2645, -3.2110], [-1.6912, 1.2220, -1.7647], [-2.1555, 0.3721, -0.9780], [-0.7383, 2.0154, -1.5561], [-2.6974, 2.2535, -3.3346], [-3.0555, 0.5083, -3.2768], [-1.5060, 0.9081, -3.8995]], "atomic_forces_ev_per_a": [[-0.44, -0.62, 0.08], [0.49, -0.02, 0.19], [-0.11, 0.86, -0.51], [0.56, 0.34, -0.20], [0.17, 0.05, 0.11], [-0.10, 0.04, -0.12], [0.05, -0.46, 0.36], [0.05, -0.22, -0.16], [-0.22, -0.14, -0.01], [-0.34, 0.19, 0.26], [-0.02, -0.04, -0.13], [0.09, -0.16, 0.26], [-0.17, 0.03, -0.25], [-0.02, 0.17, 0.15], [-0.57, -1.05, 1.10], [0.91, -0.07, -0.27], [-0.34, -0.12, 0.15], [-0.27, 0.11, -0.08], [0.30, 0.15, -0.69], [-0.22, 0.20, 0.03], [0.21, 0.78, -0.27]], "lowdin_charge": [-0.47, -0.12, -0.09, -0.08, 0.12, 0.06, 0.07, 0.07, 0.06, 0.06, 0.06, 0.06, 0.07, 0.06, -0.06, -0.79, -0.10, -0.11, 0.05, 0.04, 0.05]}


Entry 6:
{"formula": "C6H13O2", "method": "ωB97M-V/def2-TZVPD", "gap_ev": 7.068, "spin_multiplicity": 1, "e_lumo_ha": 0.1529, "homo_ha": -0.10686, "total_charge": -1, "elements": ["O", "C", "C", "C", "H", "H", "H", "H", "H", "H", "C", "O", "C", "C", "H", "H", "H", "H", "H", "H", "H"], "positions_angstrom": [[-0.0410, 1.2341, 1.8676], [-0.1134, 1.5494, 0.7001], [1.0894, 2.0301, -0.0863], [0.7143, 2.4646, -1.4912], [-1.0813, 1.6260, 0.1790], [1.7876, 1.1950, -0.1216], [1.5378, 2.8495, 0.4886], [0.2516, 1.6193, -2.0012], [1.5479, 2.8418, -2.0881], [-0.0248, 3.2766, -1.4582], [-0.1650, -1.6322, -1.1247], [-0.3106, -0.3250, -0.8123], [-0.8997, -2.5602, -0.1461], [-0.4588, -2.3420, 1.2951], [0.9090, -1.9674, -1.1365], [-0.5387, -1.8958, -2.1472], [-0.8112, -3.6217, -0.4241], [-1.9707, -2.3207, -0.2157], [-0.9471, -3.0363, 1.9880], [-0.7016, -1.3247, 1.6039], [0.6246, -2.4605, 1.4010]], "atomic_forces_ev_per_a": [[-0.04, 0.12, 0.04], [0.12, -0.08, 0.07], [0.00, -0.04, -0.11], [-0.38, 0.27, -0.19], [-0.01, -0.09, 0.03], [0.03, 0.00, 0.08], [0.06, -0.05, 0.01], [0.05, -0.08, 0.04], [0.16, -0.10, 0.14], [0.03, -0.05, 0.03], [0.13, 0.07, 0.12], [-0.08, 0.12, -0.29], [-0.40, -0.11, 0.17], [-0.01, 0.07, 0.08], [0.00, -0.06, 0.04], [-0.01, 0.01, -0.03], [0.20, 0.04, -0.09], [0.06, 0.01, -0.02], [0.01, -0.03, -0.03], [0.08, 0.01, -0.04], [0.00, -0.04, -0.03]], "lowdin_charge": [-0.02, -0.34, -0.24, -0.14, 0.11, 0.11, 0.10, 0.05, 0.05, 0.06, -0.51, -0.31, -0.29, -0.14, 0.08, 0.07, 0.08, 0.09, 0.05, 0.05, 0.06]}


Energy above the lowest of the compared OMol25 structures with the same formula, charge and spin (computed, kJ/mol): 1070.5; 212.7; 620.4; 263.1; 48.8; 219.2
Max |F| (computed, eV/Å): 6.21; 0.62; 2.92; 3.23; 1.63; 0.50